Entry 1:
Entry from the OMol25 dataset: a 10-piece molecular cluster, C30H90O40P10 overall in a non-equilibrium geometry (ωB97M-V/def2-TZVPD).

Summary:
SMILES string = COP(=O)(OC)OC.COP(=O)(OC)OC.COP(=O)(OC)OC.COP(=O)(OC)OC.COP(=O)(OC)OC.COP(=O)(OC)OC.COP(=O)(OC)OC.COP(=O)(OC)OC.COP(=O)(OC)OC.COP(=O)(OC)OC
Energy above the lowest of the compared OMol25 structures with the same formula, charge and spin = 114.25 kcal/mol
E_HOMO = -10.224 eV

```
! RIJCOSX wB97M-V def2-TZVPD def2/J DEFGRID3
* xyz 0 1
C 4.0876 1.9024 -6.6680
O 3.4781 1.6906 -5.4391
P 3.7229 0.3801 -4.5083
O 2.7388 0.3791 -3.3837
O 3.6585 -0.8307 -5.6301
C 2.5645 -1.7415 -5.6015
O 5.2863 0.4803 -4.0404
C 5.5398 1.5945 -3.1478
H 3.2135 2.1510 -7.2699
H 4.5598 0.9818 -7.0110
H 4.7433 2.7670 -6.7715
H 2.0145 -1.7643 -4.6607
H 2.9211 -2.7656 -5.7112
H 1.8240 -1.5606 -6.3807
H 6.2156 2.1948 -3.7569
H 6.0392 1.2548 -2.2404
H 4.6601 2.2083 -2.9547
C -2.6795 -2.6653 -1.3454
O -3.3324 -3.1999 -0.1872
P -2.6957 -4.4549 0.6157
O -3.3980 -4.7405 1.8697
O -1.1214 -3.9680 0.8491
C -0.3316 -4.7686 1.6638
O -2.6871 -5.6997 -0.4596
C -2.6694 -7.0313 0.0339
H -2.1312 -1.7555 -1.1011
H -3.3424 -2.3822 -2.1630
H -2.0686 -3.4633 -1.7674
H 0.6202 -4.9915 1.1817
H -0.8331 -5.7007 1.9244
H -0.1412 -4.3325 2.6445
H -1.8784 -7.6411 -0.4025
H -3.6204 -7.5335 -0.1434
H -2.5013 -7.0774 1.1099
C 5.7431 -3.0488 -2.9653
O 4.9539 -3.1449 -1.8269
P 3.5355 -3.9354 -1.9028
O 2.8587 -3.9177 -3.2218
O 2.6465 -3.2737 -0.7205
C 3.1600 -2.9030 0.5694
O 3.7931 -5.3702 -1.1403
C 4.5731 -6.3307 -1.8143
H 5.9729 -1.9947 -3.1206
H 5.2361 -3.4933 -3.8217
H 6.6492 -3.6167 -2.7542
H 4.1354 -3.3725 0.6971
H 2.4923 -3.2481 1.3587
H 3.2512 -1.8202 0.6555
H 5.4982 -5.9639 -2.2590
H 3.9809 -6.6762 -2.6617
H 4.7997 -7.1953 -1.1904
C -4.6616 2.3563 1.9499
O -5.5438 3.2406 1.2979
P -5.1213 4.6487 0.6952
O -4.4330 5.5927 1.5990
O -4.1729 4.1843 -0.5073
C -3.0518 4.9008 -0.9491
O -6.5798 5.1819 0.0254
C -7.3641 4.3077 -0.8095
H -4.6386 1.3599 1.5087
H -4.8794 2.2629 3.0139
H -3.6579 2.7740 1.8714
H -2.2008 4.2264 -1.0447
H -2.8716 5.7605 -0.3037
H -3.2459 5.3080 -1.9414
H -8.2854 3.9458 -0.3531
H -6.8004 3.4172 -1.0879
H -7.6114 4.7144 -1.7900
C -4.1089 1.3007 7.5742
O -4.3127 0.7728 6.2497
P -3.1069 0.2590 5.3105
O -1.9255 -0.1982 6.0540
O -3.9178 -0.8219 4.3418
C -4.0389 -2.1946 4.6746
O -2.9314 1.4920 4.2726
C -1.7575 2.3351 4.3016
H -3.1653 0.9301 7.9747
H -4.9295 0.8734 8.1505
H -4.3105 2.3625 7.7156
H -3.4516 -2.5557 5.5189
H -3.7310 -2.7310 3.7771
H -5.0802 -2.4726 4.8379
H -1.0430 2.0901 5.0875
H -1.9912 3.3727 4.5404
H -1.2618 2.3993 3.3330
C -3.4591 1.2307 -1.7185
O -4.4394 0.3723 -2.2630
P -5.7181 -0.1564 -1.3999
O -6.6393 0.9049 -0.8566
O -6.3587 -1.2668 -2.3698
C -7.5242 -2.0021 -2.0716
O -5.0430 -1.0698 -0.2161
C -5.7077 -1.3749 1.0480
H -3.6470 2.2464 -2.0666
H -2.4199 0.9397 -1.8713
H -3.5247 1.4104 -0.6454
H -8.0980 -1.5960 -1.2386
H -7.2717 -3.0549 -1.9454
H -8.1800 -2.0501 -2.9409
H -5.1337 -1.0044 1.8973
H -5.7202 -2.4583 1.1666
H -6.7166 -0.9765 1.1555
C -3.8821 2.8291 -6.5328
O -2.8118 3.3812 -5.7907
P -1.2388 2.8794 -5.9399
O -0.8222 2.8333 -7.3916
O -0.4010 3.9029 -4.9702
C 0.9972 3.8022 -4.8742
O -1.1952 1.4703 -5.1387
C -0.1668 0.5988 -5.1107
H -3.5404 2.0737 -7.2404
H -4.1654 3.6711 -7.1642
H -4.7476 2.4679 -5.9773
H 1.4312 3.0002 -5.4714
H 1.2291 3.7074 -3.8134
H 1.4642 4.7509 -5.1385
H -0.5768 -0.4112 -5.1135
H 0.4081 0.7535 -4.1977
H 0.5753 0.6833 -5.9046
C 5.2863 4.0401 0.6016
O 5.2275 2.6457 0.1331
P 6.3896 1.5998 0.6456
O 7.7554 1.7575 0.0881
O 6.2560 1.7990 2.2505
C 7.1014 1.2037 3.2428
O 5.7002 0.1996 0.3946
C 6.4478 -1.0076 0.6485
H 5.6308 4.7210 -0.1767
H 6.0502 4.1007 1.3768
H 4.3858 4.4034 1.0969
H 6.8022 0.2854 3.7483
H 7.5039 1.9143 3.9647
H 8.0156 0.8930 2.7370
H 6.5693 -1.6248 -0.2416
H 5.8334 -1.4989 1.4030
H 7.4730 -0.8291 0.9729
C -1.5063 -0.9030 2.0450
O -0.3503 -1.0555 1.1914
P 0.0267 0.2739 0.3622
O -0.6584 1.5705 0.6237
O 1.6346 0.2458 0.5076
C 2.3462 1.2371 -0.1762
O -0.1927 -0.2112 -1.1691
C 0.5082 -1.3252 -1.6535
H -2.2096 -0.1038 1.8110
H -1.2298 -0.7393 3.0866
H -2.0934 -1.8212 2.0661
H 2.8774 1.8783 0.5272
H 1.7827 1.8775 -0.8548
H 3.1170 0.7288 -0.7554
H 1.5574 -1.2014 -1.3854
H 0.4147 -1.3828 -2.7380
H 0.2252 -2.2761 -1.2021
C 2.3751 2.7325 7.2990
O 2.5372 1.3013 7.2500
P 2.7535 0.5415 5.7722
O 4.1671 0.6763 5.3512
O 1.6207 1.0449 4.7165
C 1.8093 0.7224 3.3614
O 2.3345 -0.9757 6.1897
C 0.9914 -1.1881 6.5063
H 3.3480 3.1118 6.9865
H 2.0412 3.0556 8.2850
H 1.5998 2.9770 6.5729
H 2.0295 1.6012 2.7554
H 0.8180 0.3394 3.1187
H 2.5184 -0.0615 3.0953
H 0.5439 -1.3768 5.5305
H 0.4790 -0.3771 7.0238
H 0.8469 -2.0155 7.2009
*
```

=====

Entry 2:
Entry from the OMol25 dataset: a 13-piece molecular cluster, C30H93N7O13 overall in a non-equilibrium geometry (ωB97M-V/def2-TZVPD).

Summary:
Energy above the lowest of the compared OMol25 structures with the same formula, charge and spin = 57.28 kcal/mol
E_HOMO = -8.666 eV

```
! RIJCOSX wB97M-V def2-TZVPD def2/J DEFGRID3
* xyz 0 1
O 2.5443 -4.8507 -1.6974
H 3.4627 -4.6301 -1.9379
H 1.9613 -4.0168 -1.7531
H 2.2115 -5.5417 -2.2997
C -0.1213 -0.6093 -1.0685
C 0.9151 -1.7244 -0.7506
O 0.6775 -2.8940 -1.4766
H -0.0695 0.1564 -0.2892
H -1.1405 -0.9837 -1.1626
H 0.1447 -0.0801 -1.9854
H 0.9570 -1.9347 0.3251
H 1.8501 -1.2376 -1.0667
C 2.4180 -4.8218 2.0495
C 1.9668 -6.0946 2.7995
C 1.3971 -5.8779 4.1951
O 2.4380 -5.9150 5.1394
C 2.0663 -5.6029 6.4711
N 0.9425 -6.7368 1.9415
H 2.8022 -5.0201 1.0517
H 3.2857 -4.4454 2.6112
H 1.7318 -3.9762 2.0857
H 2.7532 -6.8513 2.7717
H 0.6933 -6.6630 4.4813
H 0.9484 -4.8755 4.1848
H 1.0695 -5.9482 6.7590
H 2.0597 -4.5339 6.6996
H 2.8053 -6.0975 7.0986
H 0.3624 -6.0112 1.5041
H 1.4482 -7.1179 1.1486
C 4.8290 -1.2897 0.2177
C 4.5154 0.1795 0.2826
C 5.6140 0.9468 1.0264
O 5.3557 2.3508 1.0722
C 4.1131 2.6815 1.7381
N 4.4305 0.6759 -1.1014
H 4.2137 -1.8358 -0.4989
H 4.7397 -1.7301 1.2150
H 5.8584 -1.4925 -0.0882
H 3.5642 0.3812 0.7806
H 6.5829 0.7636 0.5636
H 5.6641 0.5713 2.0552
H 4.0625 3.7676 1.6963
H 4.2457 2.3791 2.7787
H 3.2157 2.2581 1.2889
H 3.4927 0.4427 -1.4259
H 4.3205 1.6891 -1.0683
C -4.7645 2.7427 2.3998
C -3.4228 3.5276 2.5001
C -2.2455 2.4965 2.2743
O -1.0534 3.0182 2.8084
C 0.0842 2.3833 2.2889
N -3.4945 4.5441 1.4895
H -4.8488 2.2208 1.4459
H -5.6290 3.3900 2.5585
H -4.9188 2.0344 3.2184
H -3.3113 3.9200 3.5121
H -2.1360 2.4276 1.1842
H -2.5107 1.4892 2.6137
H 0.0487 1.3054 2.4727
H 0.9549 2.7758 2.8171
H 0.2765 2.5497 1.2231
H -2.5336 4.8612 1.3891
H -3.7715 4.1302 0.6106
C 2.2318 -0.5673 3.2707
C 2.9699 -0.8764 4.5971
C 2.7991 0.2294 5.6330
O 3.2097 1.4747 5.0528
C 3.2818 2.4800 6.0175
N 2.4711 -2.1478 5.0902
H 2.3444 -1.3337 2.4989
H 2.7037 0.3039 2.8142
H 1.1605 -0.4109 3.3929
H 4.0270 -0.9407 4.3132
H 3.4459 0.0687 6.5006
H 1.7562 0.3353 5.9420
H 4.1674 2.4544 6.6569
H 2.3485 2.5818 6.5845
H 3.2763 3.4811 5.5749
H 3.0303 -2.4538 5.8812
H 2.6067 -2.8788 4.4012
C -6.1742 5.2661 -2.4099
C -4.9007 4.8818 -1.6836
C -4.3801 3.5310 -2.1693
O -3.2626 3.1226 -1.4253
C -2.6451 1.9514 -1.9357
N -3.8559 5.9240 -1.7776
H -6.4215 6.3068 -2.1958
H -6.9944 4.5826 -2.1932
H -6.0935 5.2763 -3.5024
H -5.1915 4.8161 -0.6331
H -4.0473 3.5646 -3.2142
H -5.1544 2.7592 -2.0566
H -1.6416 1.8496 -1.5378
H -2.5288 2.0302 -3.0229
H -3.3262 1.0968 -1.8708
H -3.7613 6.2269 -2.7458
H -2.9854 5.3984 -1.6938
C -4.6961 -5.7539 -2.4658
C -3.3643 -5.2379 -1.8682
C -3.3516 -3.6813 -1.8870
O -3.3796 -3.2918 -3.2369
C -3.0658 -1.9466 -3.4651
N -3.1861 -5.8082 -0.5502
H -4.7560 -6.8372 -2.5896
H -4.7159 -5.3779 -3.4915
H -5.5792 -5.4436 -1.9091
H -2.5538 -5.6347 -2.4930
H -2.4767 -3.4443 -1.2703
H -4.2184 -3.3457 -1.3100
H -3.2848 -1.6687 -4.4970
H -1.9874 -1.7365 -3.4692
H -3.4902 -1.2807 -2.7102
H -2.8432 -6.7587 -0.6415
H -2.3517 -5.3630 -0.1670
C -1.4660 4.4252 -4.4616
C 0.0131 4.4352 -4.0080
C 0.7223 5.7864 -3.7644
O 0.7765 6.4579 -4.9930
C 1.4370 7.6942 -4.9060
N 0.0931 3.5305 -2.8340
H -2.0881 4.7744 -3.6405
H -1.7359 3.4516 -4.8644
H -1.5888 5.1592 -5.2621
H 0.6240 3.9319 -4.7656
H 1.7449 5.5577 -3.4420
H 0.2298 6.3136 -2.9393
H 2.3066 7.7561 -4.2430
H 0.7248 8.4321 -4.5212
H 1.8136 8.0510 -5.8642
H 1.0275 3.5595 -2.4422
H -0.0711 2.6127 -3.2415
O -0.6268 -4.7218 0.7428
H -0.0794 -4.1332 0.1975
H -1.0885 -4.1318 1.3501
O -0.3597 -3.6935 -4.0911
H -0.0174 -3.3298 -3.2533
H -1.2957 -3.8655 -3.9184
O -0.1000 1.0880 -4.3402
H 0.2930 0.2068 -4.3027
H -0.5166 1.1313 -5.2067
O 1.5298 -1.6947 -4.2984
H 1.0740 -2.4780 -4.6382
H 1.3361 -1.6997 -3.3498
*
```

=====

Entry 3:
Entry from the OMol25 dataset: a 22-piece molecular cluster, C31H106O31 overall in a non-equilibrium geometry (ωB97M-V/def2-TZVPD).

Summary:
E_HOMO = -9.732 eV

```
! RIJCOSX wB97M-V def2-TZVPD def2/J DEFGRID3
* xyz 0 1
C -23.6618 17.9246 -2.9884
O -24.5717 19.0134 -2.5846
H -24.0511 16.9948 -2.6947
H -23.6445 17.9823 -4.0985
H -22.5948 18.0887 -2.5746
H -24.4279 19.7828 -3.1099
C -20.7697 16.9215 -0.6457
O -22.1768 16.8512 -0.2420
H -20.1083 16.1990 -0.1095
H -20.6558 16.7146 -1.6796
H -20.3500 17.8914 -0.5014
H -22.2308 17.1896 0.6412
C -23.2188 18.5318 5.8757
O -23.6805 18.0147 4.6559
H -23.9268 18.2814 6.7053
H -22.2056 18.0749 5.9721
H -23.2224 19.6360 5.9019
H -24.6850 18.0911 4.5564
C -20.1873 10.5541 4.2978
O -19.6606 10.3552 2.9972
H -19.9124 11.5743 4.6562
H -21.2947 10.4429 4.2474
H -19.9290 9.7854 5.0074
H -18.7536 10.6906 3.0040
C -28.4317 13.5091 -0.8805
O -27.3799 13.1436 0.0472
H -28.9680 12.5924 -1.1702
H -29.0457 14.2789 -0.4478
H -27.9821 14.0211 -1.7524
H -26.5773 13.0306 -0.5491
C -20.5769 13.3298 2.2096
O -20.9870 14.7692 1.9571
H -19.6739 13.3490 2.8186
H -21.3435 12.7715 2.5773
H -20.2933 12.8971 1.2538
H -21.2523 15.2672 2.7072
C -16.2833 10.8151 2.5613
O -17.2728 11.7756 2.8102
H -15.5277 10.8259 3.3744
H -16.6559 9.8172 2.4684
H -15.7376 10.9863 1.6463
H -16.9511 12.6680 2.6551
C -28.4539 13.2494 3.4710
O -27.6381 14.1604 2.7189
H -29.1880 12.8035 2.7605
H -27.8600 12.4355 3.9603
H -28.9439 13.8035 4.2463
H -27.5729 13.8363 1.8396
C -24.6638 13.6730 -2.3816
O -25.0924 13.0565 -1.1855
H -25.6220 14.1444 -2.7784
H -24.0462 14.4888 -2.1553
H -24.2129 12.9621 -3.0618
H -24.5411 13.3722 -0.4437
C -16.7673 14.4176 4.4584
O -17.0189 14.3782 3.0439
H -15.8275 14.9028 4.6835
H -17.5362 14.9638 5.0918
H -16.7324 13.3542 4.7089
H -17.3472 15.2020 2.7545
C -27.2168 17.4352 3.8095
O -26.1471 18.4303 3.9989
H -27.4865 17.0008 4.7819
H -28.1228 17.7255 3.2715
H -26.7599 16.6016 3.2494
H -26.0563 18.8120 3.0921
C -23.4248 19.7815 1.8197
O -22.6756 20.3871 2.8908
H -22.7776 19.9023 0.9017
H -23.5129 18.7341 1.9175
H -24.3914 20.2939 1.6363
H -23.1873 20.1004 3.6720
C -28.6537 9.9086 -0.0100
O -27.5410 10.3751 0.7407
H -29.6128 10.1505 0.4930
H -28.5653 10.2675 -0.9991
H -28.5964 8.8499 -0.1547
H -27.3161 11.3474 0.6013
C -19.3776 17.8645 2.5753
C -20.5887 18.0183 3.4820
O -21.6667 17.2135 2.9944
O -18.9233 16.5060 2.5663
H -18.7270 18.5441 3.1159
H -19.6675 18.2448 1.5655
H -20.8206 19.0706 3.4576
H -20.3511 17.6572 4.4899
H -22.4671 17.4928 3.4958
H -19.6720 15.9874 2.3148
C -23.5195 9.4091 1.6515
C -22.7909 10.1837 0.5906
O -21.4173 9.9288 0.3848
O -23.4053 9.9526 2.9594
H -23.1484 8.4069 1.7121
H -24.5278 9.3426 1.2819
H -23.0624 11.2648 0.7662
H -23.3050 9.9876 -0.3721
H -20.9037 9.9710 1.2169
H -24.0123 9.4694 3.5328
C -26.3587 16.8518 -0.4179
C -25.4996 17.5045 0.6434
O -26.2884 18.4901 1.2649
O -26.8987 17.8151 -1.2619
H -27.2015 16.3724 0.1267
H -25.8460 16.0494 -0.9071
H -24.5597 17.8218 0.1821
H -25.2607 16.8513 1.4460
H -26.5130 19.1295 0.5622
H -26.1642 18.1946 -1.7741
C -20.1774 6.6528 5.2773
C -21.6408 7.0619 5.0558
O -22.2102 7.4924 6.2848
O -20.0721 5.5401 6.2185
H -19.5819 7.5666 5.5779
H -19.8811 6.2374 4.2713
H -22.1611 6.2046 4.6221
H -21.6955 7.9210 4.3104
H -22.0211 6.7967 6.9504
H -19.4056 5.7093 6.8957
C -27.0592 8.2766 3.4305
C -26.2365 8.2016 4.7324
O -25.4062 9.3401 4.6490
O -27.9815 9.3176 3.4182
H -27.5277 7.3211 3.2478
H -26.2961 8.4883 2.6526
H -25.6756 7.2655 4.7467
H -26.9276 8.3448 5.5836
H -25.0388 9.4797 5.5895
H -27.8103 9.7911 2.6015
C -25.0808 11.3510 7.1553
C -24.6587 12.3414 8.1806
O -23.2659 12.3638 8.4404
O -24.6216 10.0175 7.4305
H -24.6696 11.6534 6.1776
H -26.1500 11.3398 7.0541
H -25.0585 12.2778 9.1768
H -25.0111 13.2694 7.7919
H -22.7645 12.6909 7.6525
H -23.7065 10.0619 7.6826
C -21.4042 14.4152 5.7555
C -21.2454 15.2677 7.0049
O -20.0008 16.0099 6.8060
O -22.1751 13.3352 6.1772
H -20.3831 14.1415 5.4320
H -21.8769 15.0196 4.9246
H -21.2623 14.5836 7.8844
H -22.1322 15.9343 7.0507
H -20.0318 16.7607 7.4269
H -22.7522 12.9633 5.4428
C -21.2506 10.3848 -2.8656
C -21.9127 11.6927 -2.3880
O -21.7519 12.7089 -3.3917
O -19.8357 10.5152 -2.9143
H -21.6097 10.2569 -3.8519
H -21.6417 9.5535 -2.2981
H -21.4884 11.9879 -1.4369
H -23.0240 11.5243 -2.1964
H -20.8867 12.6528 -3.7827
H -19.4553 10.6563 -2.0170
C -24.3958 14.2360 2.2895
C -24.6062 13.0746 3.2143
O -23.4391 12.5183 3.7690
O -23.7326 13.9386 1.0900
H -23.7668 15.0141 2.7310
H -25.3971 14.6877 2.1107
H -25.1129 12.1917 2.7316
H -25.2083 13.2926 4.0854
H -23.2133 11.7171 3.2725
H -22.8179 14.1833 1.2051
*
```